{"formula": "C44H81Cl16N7", "method": "ωB97M-V with the def2-TZVPD basis set", "orbital_gap_ev": 10.316, "charge": 0, "e_lumo_ev": 0.04, "total_energy_ha": -9471.337179, "symbols": ["C", "C", "C", "C", "N", "H", "H", "H", "H", "H", "H", "H", "C", "C", "C", "C", "N", "H", "H", "H", "H", "H", "H", "H", "C", "C", "C", "C", "N", "H", "H", "H", "H", "H", "H", "H", "C", "C", "C", "C", "N", "H", "H", "H", "H", "H", "H", "H", "C", "C", "C", "C", "N", "H", "H", "H", "H", "H", "H", "H", "C", "C", "C", "C", "N", "H", "H", "H", "H", "H", "H", "H", "C", "C", "C", "C", "N", "H", "H", "H", "H", "H", "H", "H", "Cl", "C", "C", "Cl", "H", "H", "H", "H", "Cl", "C", "C", "Cl", "H", "H", "H", "H", "Cl", "C", "C", "Cl", "H", "H", "H", "H", "Cl", "C", "C", "Cl", "H", "H", "H", "H", "Cl", "C", "C", "Cl", "H", "H", "H", "H", "Cl", "C", "C", "Cl", "H", "H", "H", "H", "Cl", "C", "C", "Cl", "H", "H", "H", "H", "Cl", "C", "C", "Cl", "H", "H", "H", "H"], "coordinates": [[-14.579, -29.933, 16.940], [-14.392, -31.097, 15.996], [-14.851, -30.740, 14.604], [-14.420, -29.404, 14.150], [-14.017, -28.332, 13.850], [-14.286, -30.160, 17.965], [-15.521, -29.385, 16.915], [-13.914, -29.139, 16.600], [-15.030, -31.853, 16.453], [-13.431, -31.610, 15.966], [-15.929, -30.888, 14.535], [-14.499, -31.347, 13.769], [-12.808, -36.196, 12.817], [-14.300, -36.616, 12.721], [-15.210, -35.568, 11.996], [-15.408, -34.266, 12.738], [-15.678, -33.254, 13.236], [-12.725, -35.339, 13.485], [-12.370, -35.742, 11.928], [-12.207, -36.990, 13.261], [-14.651, -36.769, 13.742], [-14.431, -37.584, 12.238], [-16.216, -35.984, 11.946], [-14.751, -35.427, 11.017], [-25.038, -28.928, 13.096], [-25.340, -30.401, 13.241], [-26.593, -30.806, 12.547], [-27.816, -30.648, 13.301], [-28.798, -30.521, 13.912], [-24.114, -28.674, 13.615], [-25.713, -28.266, 13.639], [-24.946, -28.685, 12.037], [-25.312, -30.772, 14.265], [-24.502, -30.900, 12.755], [-26.563, -31.838, 12.198], [-26.596, -30.191, 11.648], [-19.354, -27.055, 20.456], [-18.879, -26.661, 21.871], [-18.838, -25.206, 22.108], [-20.138, -24.498, 22.109], [-21.138, -23.955, 22.194], [-20.396, -26.733, 20.428], [-19.359, -28.142, 20.538], [-18.784, -26.678, 19.607], [-18.046, -27.259, 22.240], [-19.597, -27.034, 22.601], [-18.257, -24.687, 21.345], [-18.348, -24.946, 23.047], [-20.468, -32.748, 14.463], [-21.741, -33.421, 15.003], [-22.375, -34.394, 14.031], [-22.911, -33.662, 12.916], [-23.348, -33.069, 12.039], [-20.117, -32.022, 15.196], [-20.780, -32.180, 13.587], [-19.709, -33.491, 14.220], [-22.484, -32.720, 15.384], [-21.462, -34.066, 15.836], [-23.181, -35.004, 14.440], [-21.506, -34.970, 13.712], [-21.762, -23.811, 10.056], [-21.499, -23.309, 8.604], [-22.321, -22.148, 8.229], [-23.775, -22.331, 8.214], [-24.914, -22.550, 8.269], [-21.338, -23.268, 10.900], [-21.117, -24.689, 10.005], [-22.812, -24.032, 10.252], [-21.841, -24.139, 7.987], [-20.431, -23.182, 8.425], [-22.079, -21.914, 7.192], [-22.190, -21.316, 8.920], [-22.866, -20.998, 13.659], [-22.630, -21.815, 14.951], [-22.409, -23.317, 14.890], [-23.635, -24.003, 14.457], [-24.621, -24.506, 14.178], [-23.660, -21.398, 13.029], [-22.043, -21.165, 12.964], [-22.994, -19.917, 13.700], [-23.545, -21.573, 15.491], [-21.817, -21.337, 15.497], [-22.278, -23.690, 15.906], [-21.517, -23.495, 14.289], [-21.268, -28.069, 10.702], [-22.702, -28.658, 9.874], [-22.336, -29.073, 8.383], [-21.326, -30.543, 8.458], [-23.417, -27.848, 10.021], [-23.062, -29.508, 10.453], [-21.757, -28.295, 7.885], [-23.175, -29.267, 7.716], [-18.361, -29.504, 15.089], [-19.721, -28.586, 14.330], [-19.436, -27.101, 14.485], [-20.772, -26.140, 13.976], [-20.611, -28.916, 14.865], [-19.827, -28.936, 13.303], [-18.530, -26.748, 13.992], [-19.308, -26.748, 15.508], [-15.225, -32.326, 19.966], [-16.619, -32.027, 21.079], [-18.006, -32.050, 20.330], [-18.322, -30.550, 19.314], [-16.501, -31.048, 21.545], [-16.625, -32.862, 21.779], [-18.730, -32.042, 21.145], [-17.918, -32.947, 19.717], [-21.908, -30.117, 17.150], [-21.948, -31.388, 18.408], [-23.193, -31.164, 19.252], [-22.935, -29.947, 20.509], [-21.016, -31.299, 18.966], [-21.956, -32.397, 17.996], [-23.416, -32.067, 19.820], [-23.990, -30.896, 18.558], [-16.639, -24.467, 15.248], [-15.717, -22.988, 14.761], [-16.159, -21.799, 15.647], [-15.526, -22.219, 17.352], [-15.995, -22.704, 13.746], [-14.645, -23.107, 14.919], [-17.236, -21.854, 15.804], [-15.931, -20.763, 15.396], [-26.963, -28.033, 16.050], [-25.801, -27.189, 17.096], [-24.434, -27.826, 17.121], [-23.363, -27.318, 18.366], [-26.400, -27.181, 18.007], [-25.809, -26.146, 16.779], [-23.936, -27.505, 16.206], [-24.482, -28.913, 17.188], [-17.591, -30.943, 8.173], [-17.365, -29.384, 8.914], [-16.540, -29.381, 10.232], [-14.931, -30.093, 9.945], [-18.373, -29.032, 9.133], [-17.046, -28.622, 8.204], [-17.176, -29.876, 10.966], [-16.193, -28.385, 10.504], [-17.960, -33.210, 17.075], [-16.913, -34.458, 16.596], [-16.053, -34.833, 17.756], [-15.218, -36.305, 17.491], [-16.211, -34.211, 15.799], [-17.480, -35.237, 16.088], [-16.633, -34.954, 18.671], [-15.364, -34.055, 18.082]], "atomic_forces_ev_per_a": [[1.6955, 1.3376, 0.0528], [-0.8397, -0.8044, 0.7051], [-0.2068, 0.1803, -1.3726], [0.9544, 3.6409, -0.3276], [-1.3847, -3.6096, 0.8250], [-0.2591, -0.0982, -0.0147], [-0.5267, -0.8120, -0.0456], [0.4007, 0.1604, 0.2176], [-0.4075, -0.4875, -0.6612], [0.4441, 0.7498, 0.2937], [-0.0838, 0.6009, -0.0952], [0.2489, -0.5678, 0.5010], [-0.7588, 0.6600, 0.4235], [0.3782, 0.7782, 0.2331], [0.5209, -0.1669, 1.3774], [0.0270, 0.1663, -0.4349], [0.3051, -1.5678, -0.4845], [-0.1912, -0.0524, 0.4875], [-0.0497, -0.7923, -0.5057], [0.1037, 0.0275, -0.3778], [-0.1291, 0.0648, 0.0714], [0.0943, 0.1351, -0.3068], [0.0313, -0.0014, -0.4694], [-0.4863, 0.4529, -0.0703], [0.1929, 0.4998, 1.0769], [1.4377, -0.1933, 0.5751], [-0.1686, -0.4097, -1.1073], [-1.9467, 0.6129, 1.1592], [1.5530, -0.2517, -0.9218], [0.4851, -0.2197, -0.3328], [-0.5871, -0.0802, -0.5578], [-0.0941, 0.3051, 0.0852], [-0.1108, 0.2818, 0.2090], [-0.1188, -0.3221, -0.1134], [0.0989, -0.1234, 0.0861], [-0.6425, -0.0424, -0.2020], [-0.3404, -0.4877, 1.7273], [-0.9779, -1.3734, 0.0765], [0.7128, 2.1107, 0.0186], [0.8704, -1.0122, 0.2392], [-0.7139, 0.4273, -0.0962], [-0.0250, 0.0452, -0.5880], [-0.0619, -0.0610, -0.8857], [0.0935, -0.0562, 0.2302], [0.8729, 0.7172, -0.5367], [-0.6665, -0.2029, -0.2269], [0.2480, -0.0360, -0.1468], [-0.0515, -0.0473, 0.1532], [-1.3836, 0.3051, 0.1918], [0.3419, -0.3842, 1.1858], [0.6033, 0.2692, -0.1149], [-0.2553, -0.0369, -0.7729], [-0.1452, 0.2637, -0.2489], [0.2829, -0.1871, -0.0485], [0.4153, 0.0003, -0.3017], [0.0717, 0.1853, -0.0316], [0.1312, 0.2690, -0.0960], [0.0930, 0.1697, 0.4096], [0.2839, -0.1246, 0.1859], [-0.4625, -0.6471, -0.3818], [1.3451, -0.4702, -0.8421], [-0.7716, -1.5218, 1.6433], [-0.7458, 1.5967, -0.8922], [-1.5801, -1.1885, 0.4930], [1.5207, 0.4597, -0.2024], [-0.1384, 0.6889, -0.2942], [-0.6013, -0.7109, 0.7431], [0.1442, -0.1838, -0.1105], [0.2805, -0.1362, -0.2283], [-0.1291, 0.3392, 0.0007], [0.1874, 0.7597, 0.0563], [0.4845, 0.3397, -0.3275], [0.8683, -1.4276, -1.5324], [-1.1182, 2.1819, 0.0948], [-0.5495, 0.5246, -0.0019], [1.1354, 0.3421, -0.2880], [-0.7258, -0.4397, -0.1894], [-0.6086, -0.0401, 0.4686], [0.5937, 0.2032, 0.0373], [-0.0417, -0.1754, 0.7477], [0.0808, -0.4407, 0.6748], [0.1163, -0.2005, 0.0807], [0.5070, 0.0582, 0.0247], [-0.2761, -0.5702, -0.0620], [0.7967, 0.1995, 0.3405], [-0.2359, -0.4652, -1.1567], [-0.2402, 0.5615, 1.2096], [-0.0532, 0.0968, -0.1608], [-0.1421, -0.0929, -0.7330], [0.0514, -0.1284, -0.3040], [0.1210, 0.0151, 0.3200], [-0.2503, -0.1702, 0.5225], [-0.1319, 0.1053, -0.1783], [0.2505, -0.2633, 0.4734], [1.0327, -0.0656, 0.8349], [-1.4243, 0.7178, -0.9982], [0.0121, 0.3378, 0.0468], [0.2119, 0.3303, -0.0194], [-0.0913, -0.4007, -0.3954], [0.1620, -0.8778, 0.2696], [-0.4279, 0.3556, 0.4422], [-1.0348, 0.4467, -1.1100], [2.0401, 0.6063, 0.6720], [0.3611, -1.2123, 0.6281], [0.3313, -0.2863, 0.1530], [0.0558, 0.2708, 0.1145], [-0.3350, -0.2836, -0.4779], [-0.9657, 0.2763, -0.1760], [0.3584, -0.4704, -0.2584], [0.1000, 0.1401, 0.4438], [0.6317, -0.7026, -0.0182], [-0.0603, 0.3477, 0.0743], [-0.1763, 0.1409, 0.1010], [-0.1781, 0.2092, -0.5100], [-0.2245, -0.0679, -0.3299], [-0.2456, 0.0665, 0.5095], [0.5454, 0.5524, -0.3904], [-0.5939, 1.5657, 0.5533], [-0.5682, -1.6129, 1.6221], [-0.1854, 0.7979, -0.8483], [0.2600, -0.5201, -0.1435], [-0.1996, -0.4869, -0.3801], [0.0200, 0.0661, -0.2059], [0.6818, -0.4045, -0.2002], [0.1192, -0.4380, -0.6476], [-1.2855, 0.8083, 0.8604], [-0.5419, -0.3634, -1.4649], [0.5108, 1.0153, 1.3735], [0.8840, -0.1701, 0.5460], [0.4536, -0.1119, -0.2185], [-0.0947, -0.5156, -0.2470], [-0.2053, 0.1371, -0.2778], [0.2421, -0.6041, -0.2681], [-0.3595, 1.6817, 0.9061], [-0.2234, 0.2164, -1.5934], [0.0393, -0.7202, 0.2292], [-0.1261, -0.1251, 0.4517], [0.6748, -0.4953, -0.2153], [0.7715, -0.1517, 0.3644], [-1.0360, 0.1324, 0.1954], [-1.1110, 1.6963, 0.0634], [1.4981, -1.1905, -1.5208], [-0.7899, 0.5273, 1.7480], [1.0050, -1.4118, -0.4276], [-0.1614, 0.9291, -0.1603], [-0.1495, -0.4562, 0.8344], [-0.3838, -0.2677, -0.1053], [0.1155, 0.0372, -0.7767]], "mulliken_charge": [-1.32, 0.42, 0.32, -0.08, -0.58, 0.34, 0.22, 0.45, -0.38, 0.40, 0.08, 0.20, -1.11, -0.40, -0.44, 0.27, -0.44, 0.29, 0.35, 0.32, 0.24, 0.34, 0.27, 0.31, -1.17, 0.41, -0.60, 0.27, -0.47, 0.17, 0.27, 0.29, 0.31, -0.15, 0.33, 0.31, -0.62, -0.60, -0.52, 0.25, -0.43, 0.23, 0.02, 0.39, 0.41, 0.29, 0.27, 0.32, -0.75, -0.12, -0.56, 0.25, -0.49, -0.09, 0.40, 0.32, 0.17, 0.19, 0.38, 0.29, -0.94, -0.52, -0.39, 0.20, -0.43, 0.29, 0.22, 0.38, 0.27, 0.38, 0.28, 0.27, -1.21, -0.63, 0.09, 0.22, -0.52, 0.33, 0.27, 0.37, 0.30, 0.37, 0.23, 0.23, -0.10, -0.38, -0.44, -0.17, 0.38, 0.07, 0.24, 0.39, -0.04, 0.14, -0.60, -0.12, -0.12, 0.08, 0.36, 0.25, -0.15, -0.69, -0.39, -0.11, 0.36, 0.41, 0.39, 0.14, 0.06, 0.10, -0.53, -0.16, -0.20, 0.13, 0.40, 0.26, -0.10, -0.47, -0.45, -0.20, 0.29, 0.34, 0.24, 0.35, -0.18, -0.54, 0.06, -0.10, 0.38, 0.30, 0.06, 0.00, -0.18, -0.10, -0.37, -0.21, -0.02, 0.35, 0.24, 0.28, -0.03, -0.39, 0.00, -0.24, 0.02, 0.42, 0.21, -0.06]}